A:
Below is an isolated molecule of C4H13N3, with properties calculated with the ωB97M-V functional and the def2-TZVPD basis.

- HOMO level: -8.55 eV
- E_LUMO: 1.1 eV
- Total charge: 0
- Structure (SMILES): NCCNCCN

```
20
C4H13N3 (the ωB97M-V functional and the def2-TZVPD basis)
N -0.12212 -1.01921 1.82224
C 1.13679 -0.41631 1.41491
C 0.97043 1.01539 0.93236
N 0.41876 1.11127 -0.41948
C -0.95993 0.77982 -0.70829
C -1.10170 -0.19248 -1.88141
N -0.31696 -1.42422 -1.71723
H -0.82394 -0.37174 2.12407
H -0.02706 -1.87078 2.34010
H 1.92674 -0.49758 2.14794
H 1.55089 -0.95979 0.55414
H 1.95266 1.45467 0.84268
H 0.40611 1.62065 1.66162
H 0.66014 2.02015 -0.77943
H -1.56035 1.67330 -0.91586
H -1.45807 0.30427 0.13142
H -0.79701 0.26390 -2.82306
H -2.14743 -0.50703 -1.95261
H 0.62924 -1.27928 -2.02934
H -0.33719 -1.70501 -0.74476
```

B:
Below is a cluster of 2 separate species, C4H13N3 in total, with properties calculated with the ωB97M-V functional and the def2-TZVPD basis.

- HOMO level: -8.55 eV
- E_LUMO: 0.5 eV
- Total charge: 0
- Structure (SMILES): [H]/N=N/[H].CNC(C)C

```
20
C4H13N3 (the ωB97M-V functional and the def2-TZVPD basis)
H 3.38997 -0.46169 -0.26956
N 2.55364 -1.00119 -0.52554
N 2.01342 -0.41980 -1.55827
H 1.31361 -1.06796 -1.94254
C 1.02101 0.40399 1.07894
N 0.38173 0.86727 -0.06426
C -0.96705 0.35849 -0.35738
C -1.98980 1.15588 0.45565
C -1.15890 -1.14910 -0.14655
H 0.37358 0.01833 1.86106
H 1.75204 1.11135 1.46774
H 1.80195 -0.55081 0.64730
H 1.02692 0.68758 -0.91690
H -1.13059 0.57934 -1.41713
H -1.84727 2.22357 0.29792
H -3.00280 0.88710 0.15683
H -1.88215 0.94937 1.52082
H -2.13439 -1.45215 -0.52603
H -1.11704 -1.41387 0.90975
H -0.39789 -1.72570 -0.67186
```

Least stable = B